C21H34ClF9N3O7PPdS3 | ωB97M-V/def2-TZVPD

Results
Highest occupied orbital energy in eV: -12.7
Maximum force in eV Å⁻¹: 1.88
Gap between HOMO and LUMO in eV: 1.24

ORCA input file:
```
! RIJCOSX wB97M-V def2-TZVPD def2/J DEFGRID3
* xyz 2 1
N 3.26575 -2.73837 3.42302
P 1.93176 -2.50904 2.60545
O 1.74095 -3.68007 1.56226
O 0.65290 -2.45816 3.52637
C 2.15305 -0.80503 1.81527
N 3.50090 -0.40866 1.88772
O 3.75713 0.00768 3.16936
C 1.53189 -0.68384 0.40582
C 2.38967 -1.44336 -0.64106
C 2.50959 -0.88235 -2.07185
C 3.86116 -1.29050 -2.69278
C 4.39153 -0.21630 -3.64078
S 6.17521 -0.24914 -3.74783
O 6.71400 -0.84740 -2.57468
O 6.55466 -0.71391 -5.03415
Cl 6.62824 1.74426 -3.65893
C 1.18477 0.76785 0.08073
C 2.17414 1.86641 0.50277
C 3.31199 2.09738 -0.45917
F 4.10736 1.01036 -0.58665
F 2.76675 2.39492 -1.67653
C 4.24030 3.31629 -0.12802
F 5.33074 3.14956 -0.92743
F 3.65862 4.48204 -0.47354
C 4.79548 3.37874 1.31773
F 5.21479 2.14692 1.70140
F 5.87928 4.18455 1.28211
C 3.81927 3.95886 2.42431
F 2.65750 4.38834 1.90244
F 4.41665 4.98680 3.06085
F 3.56027 2.98746 3.33638
O 0.31615 -1.41869 0.61466
C -0.63894 -1.38154 -0.42965
C -1.45358 -2.67016 -0.38007
C -2.56411 -2.58989 0.68905
C -3.95702 -2.45514 0.07224
S -4.96371 -1.37075 1.13159
C -6.36061 -0.99239 0.17893
S -6.85035 -2.01098 -0.99250
N -6.99782 0.21006 0.51255
C -6.64588 1.29912 -0.42867
C -7.84140 1.75356 -1.24549
O -8.94991 2.09633 -0.52630
C -8.99483 1.49592 0.77517
C -8.44656 0.09382 0.70406
H 3.11229 -2.84278 4.42119
H 2.50793 -3.76671 0.98177
H 0.16562 -3.29285 3.48661
H 1.56771 -0.14763 2.45522
H 4.16899 -1.12592 1.61521
H 4.71819 -0.00653 3.28507
H 3.40262 -1.62677 -0.29056
H 1.94511 -2.42874 -0.73499
H 2.44737 0.19075 -2.13256
H 1.74351 -1.35326 -2.67692
H 4.61382 -1.42592 -1.92129
H 3.78001 -2.23511 -3.21569
H 4.11223 0.78078 -3.32281
H 3.97556 -0.33713 -4.63315
H 0.26654 0.99446 0.61348
H 0.95853 0.91019 -0.96754
H 2.52771 1.75551 1.51963
H 1.61034 2.79373 0.50961
H -1.32850 -0.55557 -0.24186
H -0.22148 -1.21215 -1.41876
H -1.87115 -2.88011 -1.35567
H -0.76378 -3.44409 -0.06368
H -2.52636 -3.51324 1.25450
H -2.36342 -1.78465 1.39014
H -3.92952 -2.03276 -0.92458
H -4.44296 -3.41975 0.06081
H -6.20871 2.11661 0.13593
H -5.88855 0.94371 -1.12247
H -7.52092 2.75467 -1.79607
H -8.09392 0.98762 -2.02038
H -10.02464 1.49837 1.10020
H -8.42694 2.11955 1.46215
H -8.94162 -0.39026 -0.13505
H -8.69382 -0.41256 1.62770
Pd -6.90558 2.38694 -3.31137
*
```